100
Properties=species:S:1:pos:R:3 method="wB97M-V/def2-TZVPD" charge=+2 mol_weight_g_mol=731.800 orbital_gap_ev="3.85 / 3.82" e_homo_ev="-12.816 / -12.814" e_above_lowest_ev=0.0000
Si 1.62 -4.26 2.12
C -1.39 -4.90 -1.57
H -4.30 6.45 -0.24
N 0.59 -2.51 2.12
C -3.31 1.80 1.20
H 1.36 -6.78 2.04
C -3.27 6.16 -0.34
H -3.75 -3.06 -0.22
C 0.68 -5.91 2.09
H 1.13 -2.91 -3.00
C -2.38 -1.70 -0.91
H 1.29 4.34 -3.28
H -3.25 -5.03 2.94
C 3.91 1.88 -2.41
H 0.45 5.12 -0.40
C 2.88 5.77 -3.10
H -6.52 1.06 0.36
H 3.82 -5.00 1.21
H -1.58 -5.97 -1.75
C -2.73 1.85 -0.08
H 1.05 1.97 -3.17
C -2.67 -4.08 -1.85
H 4.56 7.08 -2.69
C 2.90 -4.57 0.77
H -1.67 -3.87 1.34
H 4.60 6.47 -0.26
Ti 1.01 -0.54 1.45
P 1.69 2.49 -0.73
H -1.27 -3.15 6.26
C 3.73 0.73 -0.27
H 3.49 2.55 -3.15
H -0.51 0.43 3.22
C 3.91 5.96 -0.94
C -2.44 -4.38 3.31
H -3.09 1.45 -2.19
C 3.86 6.35 -2.28
H 0.79 -4.97 -1.93
H 3.33 -5.03 3.77
C -4.67 1.55 1.36
H -5.11 1.57 2.36
H 1.85 -4.50 4.61
H 3.16 -3.65 0.23
H 3.18 0.52 0.66
H -2.68 -3.78 -2.91
P -1.03 2.53 -0.11
C -0.96 6.68 -0.78
C 5.70 0.45 -1.65
C -2.34 -4.19 4.70
C -1.55 -3.76 2.43
H 1.09 1.23 3.01
H 6.69 0.01 -1.81
H -1.16 -4.85 -0.50
C -1.41 -1.13 -1.87
H 0.38 -2.11 4.71
C 0.58 0.26 3.20
C 3.21 1.59 -1.23
C -2.92 4.82 -0.10
C 2.06 4.73 -2.63
C -0.88 -2.05 -3.04
H 0.00 -6.04 1.25
H -2.58 8.11 -0.96
H 2.50 -5.31 0.06
H -1.89 -0.25 -2.34
H -3.71 4.12 0.15
H 5.39 -0.57 0.23
C -2.30 7.09 -0.72
H -5.45 0.87 -1.89
C 5.18 1.32 -2.61
C 4.98 0.13 -0.49
C 3.12 4.91 -0.46
H 2.97 -3.28 3.93
C -0.42 -2.75 4.34
H 0.09 -6.06 3.00
C -0.61 5.38 -0.45
C -4.87 1.19 -1.02
H -0.19 7.38 -1.08
C 2.52 -4.27 3.77
C -1.58 4.40 -0.19
H -3.06 -4.65 5.38
C -0.11 -4.37 -2.14
H -3.52 -4.75 -1.70
C -0.69 2.34 -1.89
H 3.18 4.61 0.59
C 0.09 -3.16 -2.76
H -2.61 -1.00 -0.10
C -3.52 1.51 -1.19
H 0.91 -0.17 4.15
C -2.94 -2.92 -0.93
H -2.67 1.98 2.08
H -1.49 2.44 -2.63
C 2.30 4.18 -1.35
H -0.53 -0.68 -1.35
H 2.77 6.11 -4.14
H 5.75 1.57 -3.51
C -5.45 1.26 0.24
H -0.31 -1.34 -3.68
C -0.50 -2.93 2.92
C -1.35 -3.35 5.19
C 0.63 2.18 -2.18
H -1.74 -2.41 -3.62